Molecular formula: C13H32BBeINO10P2S
Method: DFT, the ωB97M-V functional and the def2-TZVPD basis

XYZ file:
```
62
Properties=species:S:1:pos:R:3:forces:R:3
C 0.936405 -0.876270 -5.020940 -0.6 0.7 0.5
C 0.430600 0.266690 -6.113137 0.3 -0.1 0.9
B -1.170665 0.585718 -5.731525 2.0 3.0 -0.9
O -1.424825 2.005211 -5.297086 0.2 -3.0 1.5
P -2.566537 -0.739811 -5.790719 -0.3 -0.9 0.2
I -2.381552 -2.165215 -7.820399 0.0 0.8 0.8
P -4.527822 0.296222 -5.949564 -2.5 1.1 -0.9
O -5.105941 0.402467 -4.273755 1.8 -2.5 -2.9
O -5.674313 -0.623902 -6.930527 2.6 0.5 1.7
S -4.398650 2.056603 -6.773757 0.0 -0.8 0.8
H 0.116522 -1.716443 -4.932133 2.0 1.3 -0.2
H 2.013971 -1.273785 -5.246092 -2.2 0.6 0.4
H 0.943831 -0.322253 -3.966019 0.1 -1.4 -2.1
H 1.100486 1.227529 -5.889455 -1.7 -1.9 -0.8
H 0.579471 -0.048492 -7.230414 -0.3 0.4 2.1
H -1.072050 2.075952 -4.346836 0.3 0.0 -2.0
H -4.788839 -0.467007 -3.868194 -0.8 1.4 -0.4
H -5.240299 -0.954184 -7.771462 -0.4 0.6 1.3
C 2.700517 -2.255557 -0.151490 -0.1 -0.1 0.2
C 2.026489 -1.213255 -1.026169 0.1 -0.1 0.0
O 0.692110 -1.554430 -1.391187 -0.2 0.0 -0.1
C -0.240669 -1.708394 -0.323565 0.0 0.1 -0.2
C -0.437466 -0.443311 0.493992 0.3 0.1 0.2
H 2.642629 -3.245957 -0.616882 0.1 0.2 0.0
H 3.752367 -1.999285 0.008396 -0.1 -0.1 -0.1
H 2.219959 -2.327520 0.828443 0.1 0.0 0.0
H 2.589804 -1.122131 -1.959700 -0.3 0.0 0.0
H 2.050907 -0.224744 -0.554365 0.0 0.0 0.1
H 0.046770 -2.551713 0.312845 0.0 0.1 0.1
H -1.196630 -1.978726 -0.784876 0.2 0.0 -0.1
H 0.469368 -0.175266 1.044110 -0.1 0.0 0.0
H -1.239676 -0.582795 1.224501 0.1 0.0 -0.1
H -0.691182 0.401082 -0.153594 0.0 -0.1 0.0
Be -2.274313 2.392109 -2.876030 -0.5 0.1 0.2
C -3.034527 1.530425 4.542487 -1.1 -0.2 0.5
C -2.685585 2.752689 3.756802 -0.9 0.9 -0.3
O -1.270832 2.735576 3.739567 0.7 -0.9 0.3
C -0.887169 1.440035 3.934586 1.8 -1.0 -0.4
O 0.256197 1.034089 3.809653 -2.3 0.9 0.4
O -1.949608 0.658444 4.286455 1.1 0.4 -0.4
H -3.977387 1.081804 4.217843 0.3 -0.1 0.1
H -3.084928 1.725350 5.618845 0.0 0.0 -0.1
H -3.052494 2.706018 2.726027 0.1 0.0 0.1
H -3.056802 3.668423 4.225082 0.2 -0.1 -0.1
C 2.939691 -6.522527 -1.218586 -0.1 -0.2 0.3
N 4.047638 -5.588948 -1.557256 0.9 0.7 -0.2
O 4.932998 -5.429781 -0.708861 -1.2 -0.1 -1.3
O 3.997176 -5.042371 -2.665252 0.2 -0.7 1.6
H 3.112605 -6.928442 -0.219643 0.1 0.2 -0.3
H 2.008460 -5.953134 -1.247646 0.2 -0.1 -0.1
H 2.941238 -7.319982 -1.964430 -0.1 0.2 0.1
C 2.275025 4.629284 7.823064 1.9 1.8 -0.2
C 1.079943 3.750207 7.419102 -1.6 0.0 1.9
C 1.357927 3.113286 6.047298 0.5 -0.3 -3.0
O 0.022862 4.533895 7.295769 1.3 -1.3 0.1
H 2.466900 5.435057 7.102382 -0.2 -0.2 0.1
H 2.120422 5.089062 8.807472 -0.4 -0.3 -0.3
H 3.188006 4.025101 7.885718 -0.4 -0.3 -0.2
H 1.062457 2.918596 8.137924 -0.9 0.1 0.1
H 1.515474 3.862297 5.260039 -0.1 -0.1 0.3
H 0.532093 2.463146 5.731578 0.1 0.4 0.5
H 2.261442 2.493268 6.091560 0.0 0.3 0.6
```
Positions in Å, forces in eV/Å.

Summary:
- Orbital gap: 1.20 eV
- Charge: +1
- 2S+1: 1
- E_LUMO: -9.07 eV


Molecular formula: C13H32ClO2P2SiTi
Method: DFT, the ωB97M-V functional and the def2-TZVPD basis

XYZ file:
```
52
Properties=species:S:1:pos:R:3:forces:R:3
C 0.863910 -0.121032 -3.701717 -0.3 0.0 -0.2
C 1.780962 0.435511 -2.660892 2.7 2.5 -2.2
H 1.073752 0.390201 -4.649850 -0.1 -0.1 0.3
H -0.209872 0.047187 -3.455642 0.4 -0.1 -0.1
H 1.044857 -1.199678 -3.830230 -0.1 0.4 0.1
O 2.547828 1.390592 -2.805752 -2.3 -2.5 0.8
Cl -2.525122 -0.185571 -0.195786 1.2 0.1 -0.7
Ti -0.321315 -0.014310 -0.640463 -1.6 0.0 2.5
P -0.144568 2.488656 -1.078052 0.2 1.6 -0.4
C 1.329304 3.364089 -0.434750 0.1 -0.4 -0.1
C -0.297219 3.061403 -2.802268 0.0 -0.3 -0.1
H -0.388244 4.155512 -2.810717 0.0 -0.3 0.0
H -1.400468 4.423025 -0.394441 0.0 -0.2 0.0
H -1.195710 2.613822 -3.244795 0.1 0.2 0.0
H -2.466836 3.017800 -0.715074 0.1 0.1 0.1
H 2.227143 2.900215 -0.860325 -0.1 0.3 0.2
H 0.582350 2.756391 -3.381565 -0.2 0.2 0.1
C -1.525676 3.341690 -0.255665 -0.3 -0.4 0.1
H 1.275588 4.416341 -0.745131 0.0 -0.3 0.1
H -1.563226 3.107880 0.813896 0.0 0.1 -0.3
H 1.369200 3.307703 0.659585 0.0 0.1 -0.2
P 0.147105 -2.532827 -0.650848 0.1 -1.8 0.1
C 1.323067 -3.166781 0.597936 0.2 0.6 0.0
C -1.356967 -3.505806 -0.311168 -0.4 0.3 -0.1
H 0.039848 -3.174680 -2.980870 0.2 -0.1 0.1
H 0.936113 -4.379548 -1.998084 -0.1 0.3 -0.1
H 1.725206 -2.844200 -2.474779 -0.1 -0.3 0.0
C 0.776195 -3.306975 -2.177614 0.0 0.3 -0.2
H -2.132936 -3.224740 -1.032479 0.1 -0.2 0.2
H -1.123172 -4.573555 -0.418625 0.0 0.3 0.0
H 1.484926 -4.237064 0.412397 -0.1 0.3 0.0
H 0.939706 -3.017036 1.613092 0.1 -0.1 -0.3
H -1.733967 -3.309365 0.698628 0.1 0.0 -0.3
H 2.270918 -2.624718 0.493240 -0.1 -0.3 0.1
C 1.840666 -0.295977 -1.325470 3.5 -1.2 2.4
O 2.824896 -0.719252 -0.762101 -3.1 1.3 -2.0
C -1.913326 1.431700 2.893437 0.0 -0.1 -0.4
Si -0.632506 0.067619 2.739145 -0.5 0.1 1.7
C 0.519706 0.202713 4.229248 0.2 0.1 -0.4
C -1.463078 -1.611414 2.859959 -0.1 0.0 -0.3
C 0.452628 0.269239 1.198292 0.4 0.0 -1.0
H -2.404664 1.344985 3.873564 0.2 0.0 -0.2
H -2.691908 1.373369 2.122916 0.1 0.1 0.2
H -1.453314 2.426537 2.845053 -0.1 -0.1 0.1
H 0.127561 -0.372000 5.077865 0.0 0.1 -0.2
H 1.514772 -0.188506 3.982298 -0.1 0.1 0.2
H 0.628069 1.248408 4.545408 0.1 -0.2 -0.1
H -2.412436 -1.642690 2.312169 0.1 -0.1 0.1
H -0.835474 -2.439181 2.511903 -0.1 0.1 0.2
H -1.680312 -1.799203 3.921868 0.0 0.1 -0.3
H 0.881241 1.293535 1.136910 -0.3 -0.3 0.2
H 1.344811 -0.389999 1.256329 -0.4 0.1 0.0
```
Positions in Å, forces in eV/Å.

Summary:
- Orbital gap (spin up / spin down): 7.02 / 6.06 eV
- Charge: +2
- Energy above the lowest of the compared OMol25 structures with the same formula, charge and spin: 37.3 kJ/mol
- 2S+1: 2
- E_LUMO (spin up / spin down): -8.90 / -9.85 eV


Molecular formula: C13H32CrN4O6
Method: DFT, the ωB97M-V functional and the def2-TZVPD basis

XYZ file:
```
56
Properties=species:S:1:pos:R:3:forces:R:3
Cr -2.766452 1.323973 3.052832 5.0 -2.5 0.2
O -1.858120 1.141003 4.733439 -1.6 1.2 -2.7
H -1.940315 0.542485 5.470555 -0.3 -0.5 0.3
C 0.130495 1.372116 1.267111 -0.5 1.2 0.0
O -1.051924 1.079130 1.915785 -3.7 -1.0 1.1
H 0.968473 1.101237 1.905894 0.3 0.2 -0.3
H 0.102605 0.837887 0.306573 0.2 -0.3 0.2
H 0.114714 2.423286 0.948391 0.6 0.1 0.3
C 0.446804 -2.971310 -1.967029 0.9 -1.1 0.0
O 0.895476 -3.910592 -2.587198 0.0 0.0 -0.3
N -0.851512 -2.658165 -1.883447 -0.8 0.7 0.3
C -1.856648 -3.360078 -2.673963 0.9 -0.3 0.1
C -1.275812 -1.524732 -1.081042 0.2 0.2 -0.8
H 1.130430 -2.372832 -1.349547 -0.2 0.5 0.1
H -2.394953 -4.069280 -2.043821 -0.4 0.2 0.0
H -1.330317 -3.980824 -3.396810 0.0 0.2 -0.1
H -2.491990 -2.639370 -3.180267 -0.2 -0.1 0.0
H -1.345969 -0.614931 -1.691426 -0.2 0.0 0.0
H -2.269513 -1.720969 -0.685074 0.1 0.0 0.3
H -0.533058 -1.309436 -0.316629 -0.2 -0.2 0.3
C -1.884014 3.378261 -0.855465 0.6 0.0 -0.5
O -2.810216 3.583887 -0.094080 -0.1 -0.2 0.4
N -0.851512 4.211015 -1.084952 -0.3 -0.2 -0.1
C 0.248995 3.826362 -1.950226 1.3 -0.1 0.7
C -0.725882 5.439334 -0.326370 -0.4 0.8 0.1
H -1.753517 2.463931 -1.463421 -0.4 -0.1 0.1
H 0.119617 2.961004 -2.597227 -0.8 0.1 0.1
H 1.083579 3.548705 -1.290294 0.1 0.1 -0.2
H 0.618905 4.641164 -2.569173 -0.3 0.2 0.0
H 0.304963 5.780606 -0.277083 0.1 -0.2 -0.1
H -1.324666 6.245520 -0.755680 0.1 0.0 -0.3
H -1.119638 5.361075 0.686718 0.1 -0.5 0.0
C 5.876334 -0.007947 0.455188 0.0 0.4 -0.5
O 7.057340 0.202394 0.415810 0.6 0.1 0.1
N 4.987330 0.420159 -0.484887 -1.5 -0.1 0.2
C 3.574848 0.198999 -0.255436 -0.3 0.2 0.7
C 5.298420 1.280282 -1.583582 2.1 0.2 -1.3
H 5.392216 -0.562966 1.268578 -0.1 -0.2 0.1
H 3.093610 1.088705 0.173614 0.0 0.1 -0.3
H 3.413624 -0.575325 0.497626 0.2 -0.1 -0.1
H 3.040315 -0.091740 -1.159627 0.2 0.0 -0.1
H 5.357379 2.367840 -1.457212 -0.7 -0.1 0.8
H 6.331381 1.102113 -1.909361 -0.1 -0.4 0.2
H 4.711848 1.072875 -2.477827 -0.4 -0.2 0.3
C -3.552164 -1.820987 1.885540 -0.2 -1.7 0.3
O -3.272186 -0.749671 2.426188 0.2 2.3 0.5
N -2.765760 -2.893312 1.864954 -0.6 1.1 -0.3
C -3.297454 -4.164296 1.388336 1.0 -0.9 0.7
C -1.388720 -2.796594 2.248885 1.8 -1.3 0.7
H -4.531367 -2.081928 1.469088 -0.2 0.7 0.0
H -4.354016 -4.147331 1.148867 0.0 0.4 -0.2
H -3.168611 -4.892991 2.194909 -0.2 0.1 0.1
H -2.670438 -4.567787 0.592498 -0.2 0.3 -0.4
H -1.081958 -3.463162 3.068187 -0.9 0.1 0.3
H -0.720701 -3.232321 1.495114 -0.3 0.6 -0.6
H -1.060287 -1.814477 2.567449 -0.4 0.3 -0.4
```
Positions in Å, forces in eV/Å.

Summary:
- Orbital gap (spin up / spin down): 4.52 / 6.55 eV
- Charge: +1
- Energy above the lowest of the compared OMol25 structures with the same formula, charge and spin: 592.0 kJ/mol
- 2S+1: 4
- E_LUMO (spin up / spin down): -6.67 / -4.64 eV


Molecular formula: C13H32NO27PS6Si
Method: DFT, the ωB97M-V functional and the def2-TZVPD basis

XYZ file:
```
81
Properties=species:S:1:pos:R:3:forces:R:3
C 3.209560 -5.335453 3.058149 0.3 0.1 -0.6
Si 3.468325 -3.774345 4.166238 -2.8 -1.1 0.0
N 1.912706 -2.895075 4.290681 0.7 -0.9 1.0
P 5.034550 -2.561104 3.195002 3.3 3.5 0.0
O 5.704580 -1.624301 4.225837 -1.9 -2.2 -2.8
O 6.261312 -3.515174 2.427239 -2.7 0.1 0.9
O 4.264279 -1.686013 1.894500 1.5 -3.0 1.1
H 3.443050 -4.989301 1.965697 -0.5 -1.0 1.8
H 3.977710 -6.140317 3.395113 -1.5 1.2 -0.8
H 2.116036 -5.716350 3.109864 2.0 0.5 -0.1
H 3.849362 -4.169422 5.519714 0.6 0.0 0.2
H 1.744940 -2.561940 5.270256 0.2 -0.2 -1.3
H 1.163964 -3.582627 4.097499 0.3 0.8 0.0
H 5.983740 -4.470215 2.405733 0.4 1.2 0.0
H 4.188392 -2.379912 1.176149 0.0 1.2 0.8
O -3.590763 -1.315475 4.331691 1.4 -0.4 0.1
S -2.205219 -1.295618 3.956977 0.0 0.6 -0.5
O -1.422521 -2.490182 3.796341 -0.9 0.7 0.2
O -1.421581 -0.294738 4.970490 -0.7 -0.4 -0.3
C -0.794384 0.745714 4.223105 0.5 0.3 -0.4
C -1.651600 0.922387 2.977497 0.0 0.4 0.3
O -2.052619 -0.397038 2.609909 4.0 -0.1 3.0
H 0.216003 0.416450 3.962726 0.0 0.1 0.0
H -0.735880 1.659564 4.817265 -0.1 -0.2 0.1
H -1.106308 1.400284 2.162271 -0.1 -0.3 0.0
H -2.554863 1.500334 3.198764 0.0 0.0 0.0
O -0.870682 2.800019 -2.278166 -1.5 2.2 7.2
S -0.225308 2.417243 -1.053632 -0.6 0.6 -0.4
O -0.868541 2.494303 0.229693 0.4 -0.3 -0.8
O 1.198714 3.195954 -0.967365 -0.7 -0.5 -0.4
C 2.258314 2.244365 -0.869492 0.3 -0.4 0.4
C 1.749361 0.998342 -1.581139 0.4 0.2 -0.5
O 0.366488 0.914564 -1.239848 -0.2 0.8 0.5
H 2.441392 2.046189 0.190784 0.0 0.0 -0.1
H 3.167734 2.638213 -1.326831 -0.3 0.1 0.0
H 2.278309 0.096277 -1.270115 -0.3 0.1 0.1
H 1.823061 1.106699 -2.667476 0.0 0.0 0.1
O 4.725203 2.253625 9.740835 -0.1 -0.1 -1.2
S 4.871642 1.963257 8.342211 0.0 -0.1 0.0
O 4.176826 2.689288 7.318726 0.6 -0.4 1.1
O 4.605288 0.375541 8.123774 0.2 0.9 0.5
C 5.758525 -0.224970 7.532320 0.4 -0.1 -0.7
C 6.937001 0.619378 7.996789 0.1 -0.6 0.4
O 6.457844 1.963570 7.985581 -1.0 0.0 -0.2
H 5.645870 -0.181113 6.445033 0.1 -0.1 0.1
H 5.848556 -1.266644 7.845445 -0.2 0.2 0.1
H 7.806006 0.514446 7.345890 -0.2 0.3 0.0
H 7.220346 0.370417 9.024262 0.0 0.0 -0.1
O -1.412999 3.213268 -5.695001 0.7 -0.7 0.7
S -0.694366 2.089805 -5.161744 0.2 -0.4 0.0
O -0.201947 2.049803 -3.811650 1.3 -2.2 -7.0
O 0.530111 1.742415 -6.177957 -0.7 0.3 -0.1
C 0.399117 0.398227 -6.640177 0.0 -0.6 0.2
C -1.094329 0.102299 -6.605629 0.3 0.1 -0.7
O -1.575399 0.749714 -5.427683 0.7 0.5 0.5
H 0.946657 -0.253495 -5.952481 0.0 0.0 -0.1
H 0.816282 0.297971 -7.643901 0.0 0.2 0.1
H -1.306059 -0.966776 -6.570820 -0.1 0.2 0.2
H -1.603428 0.545246 -7.465447 0.2 -0.1 0.1
O -4.758569 -2.390905 0.120961 0.3 1.0 0.6
S -4.552699 -1.043377 0.573629 -0.2 -0.2 0.1
O -3.769309 -0.720064 1.735776 -4.1 -1.2 -3.3
O -6.006278 -0.325277 0.707922 0.5 -0.4 -0.5
C -6.047213 0.829865 -0.129376 0.2 0.6 -0.1
C -5.090582 0.532417 -1.276155 -0.5 -0.1 -0.4
O -3.999091 -0.165263 -0.678073 -0.2 -0.1 0.9
H -5.705313 1.687932 0.457093 0.0 0.0 -0.1
H -7.065396 1.011805 -0.478209 0.1 -0.2 0.1
H -4.742172 1.438860 -1.773347 0.2 -0.2 0.2
H -5.552737 -0.131657 -2.013164 0.0 0.1 0.0
O -5.924839 -0.476682 -7.222381 1.3 0.2 -0.4
S -4.753849 -0.019402 -7.914551 -0.5 0.1 0.0
O -3.494729 -0.705910 -7.854864 -1.3 0.2 -0.1
O -4.512297 1.539711 -7.527285 -0.4 -0.9 -0.2
C -4.524488 2.334039 -8.713282 0.3 0.2 -0.6
C -5.426459 1.589791 -9.688540 -0.5 0.5 0.2
O -5.141420 0.207494 -9.476657 0.7 -0.1 0.7
H -3.500024 2.396401 -9.092122 -0.1 0.1 0.0
H -4.891935 3.338339 -8.495509 0.0 -0.2 0.2
H -5.236405 1.867757 -10.726105 0.1 -0.3 0.1
H -6.482551 1.756554 -9.455262 0.1 0.1 0.0
```
Positions in Å, forces in eV/Å.

Summary:
- Orbital gap: 9.76 eV
- Structure (SMILES): C[Si@H](N)P(=O)(O)O.O=S1(=O)OCCO1.O=S1(=O)OCCO1.O=S1(=O)OCCO1.O=S1(=O)OCCO1.O=S1(=O)OCCO1.O=S1(=O)OCCO1
- 2S+1: 1
- E_LUMO: -0.05 eV


Number 2 is which compound? C13H32ClO2P2SiTi